Computed, not measured: C22H73F3FeN15O16 as an isolated structure, with ωB97M-V/def2-TZVPD.

Last column: Löwdin charge in e.
Geometry (Å):
1 Fe -1.18790 2.27690 2.90287  1.0331
2 C -1.19031 -0.01486 0.54389  -0.2752
3 O 0.22513 -0.16913 0.95046  -0.0897
4 O -1.66189 1.10124 1.25091  -0.1948
5 C -1.34921 -0.09593 -1.01232  -0.5822
6 F -0.66467 -1.15933 -1.46291  0.1215
7 F -2.60340 -0.31524 -1.40841  0.1383
8 F -0.95959 0.97120 -1.62288  0.1896
9 C 0.83528 -1.48709 0.99031  -0.2307
10 C 2.26012 -1.50169 1.53323  -0.0631
11 H 2.25131 -1.14629 2.56363  0.0653
12 H 2.83899 -2.42435 1.49192  0.0675
13 H 2.77836 -0.66164 1.07080  0.0694
14 H 1.00667 -1.94118 0.01434  0.0998
15 H 0.30613 -2.18512 1.63905  0.0961
16 H -1.72817 -0.87037 0.95241  0.1308
17 C 1.02440 -5.30118 -0.13278  -0.0677
18 C -0.01254 -5.61656 -1.22435  -0.4101
19 C -1.11489 -4.50472 -1.49581  -0.1636
20 O -2.01063 -4.27889 -0.38615  -0.1999
21 C -2.88126 -5.40032 -0.36064  -0.1088
22 N 0.72899 -5.81011 -2.42509  0.0266
23 H 1.60326 -6.09418 0.34070  0.0661
24 H 0.60136 -4.90023 0.78829  0.0512
25 H 1.74761 -4.53239 -0.40482  0.0732
26 H -0.42346 -6.58033 -0.92371  0.1256
27 H -1.67261 -4.72615 -2.40576  0.1188
28 H -0.59424 -3.56871 -1.69809  0.0997
29 H -3.40609 -5.38993 -1.31591  0.0699
30 H -3.68561 -5.22254 0.35318  0.0991
31 H -2.48998 -6.41040 -0.23926  0.0900
32 H 1.65535 -6.16466 -2.23473  0.0767
33 H 0.91302 -4.87246 -2.75223  0.0616
34 C 1.31823 3.11577 -3.89306  -0.0658
35 C 1.33795 4.60245 -3.81395  -0.4180
36 C 0.02048 5.27699 -4.04167  -0.2270
37 O -0.34492 4.88249 -5.35542  -0.1951
38 C -1.64414 5.39112 -5.72116  -0.0663
39 N 1.73418 5.04672 -2.43134  0.0324
40 H 2.27001 2.67382 -3.59828  0.0633
41 H 1.13236 2.65055 -4.86110  0.0883
42 H 0.66093 2.63738 -3.16699  0.0681
43 H 2.09811 4.98861 -4.49303  0.1411
44 H 0.16539 6.35726 -4.03060  0.1252
45 H -0.72320 4.99419 -3.29665  0.1146
46 H -1.68713 5.40811 -6.81018  0.0900
47 H -1.78777 6.40627 -5.35109  0.0843
48 H -2.37725 4.73376 -5.25370  0.0750
49 H 1.91018 6.03694 -2.52404  0.0642
50 H 2.58571 4.62147 -2.09346  0.0522
51 C 4.16225 1.65160 2.88810  -0.0731
52 C 4.28665 3.12870 2.90469  -0.3844
53 C 5.60980 3.84137 2.39290  -0.2068
54 O 5.39096 5.21825 2.37487  -0.2105
55 C 6.59984 5.93878 2.72758  -0.0712
56 N 3.19608 3.67127 2.03123  0.0414
57 H 5.08148 1.09045 3.05615  0.0910
58 H 3.88650 1.51616 1.84229  0.0715
59 H 3.32001 1.34119 3.50647  0.0728
60 H 4.12169 3.39954 3.94754  0.1396
61 H 5.94473 3.53896 1.40070  0.1296
62 H 6.41809 3.67942 3.10601  0.1140
63 H 6.65593 5.83154 3.81084  0.0896
64 H 6.53923 7.00701 2.51948  0.0886
65 H 7.51998 5.57042 2.27399  0.0883
66 H 3.51755 3.81236 1.08421  0.0717
67 H 3.12145 4.61583 2.38102  0.0811
68 O -3.05944 2.25124 3.61258  -0.0895
69 H -3.21409 2.05778 4.53718  0.0840
70 H -3.91996 2.49441 3.27109  0.0936
71 O -1.57263 3.87370 1.82827  -0.0840
72 H -1.93660 4.68809 2.17543  0.0866
73 H -1.28582 4.09726 0.94284  0.0873
74 O -0.99236 0.56234 4.04400  -0.1068
75 H -0.40781 0.62140 4.79967  0.0682
76 H -1.38475 -0.30811 4.11157  0.0079
77 O 0.76637 2.28465 2.45627  -0.1282
78 H 1.62710 2.42399 2.85120  0.0360
79 H 0.94823 2.14795 1.52650  0.0112
80 O 1.68179 2.31632 -0.15912  -0.0477
81 H 1.95434 1.60464 -0.73832  0.0040
82 H 2.19257 3.07167 -0.45027  0.0240
83 C -5.47875 -2.12680 -2.05993  -0.7730
84 O -6.48336 -2.53182 -1.52078  0.0493
85 N -4.36696 -2.77030 -2.43037  0.1819
86 N -5.44959 -0.85680 -2.40960  0.1507
87 H -4.27765 -3.77402 -2.36193  0.0979
88 H -3.71079 -2.16939 -2.90833  0.0908
89 H -6.22423 -0.36832 -1.98369  0.1301
90 H -4.61843 -0.60615 -2.92579  0.0770
91 C 2.19270 -0.31158 -3.20792  -0.7306
92 O 2.32126 0.48220 -2.28373  0.0268
93 N 3.05999 -0.60861 -4.12672  0.1640
94 N 1.11817 -0.89965 -3.64905  0.1696
95 H 2.78139 -1.44401 -4.62125  0.1092
96 H 3.91872 -0.10314 -4.29159  0.1334
97 H 0.28759 -0.85195 -3.07637  0.0855
98 H 1.20775 -1.54722 -4.41894  0.1172
99 C -1.10895 -2.76083 3.75823  -0.7798
100 O -1.88142 -1.84623 3.83220  0.0397
101 N 0.02050 -2.81184 4.43140  0.1968
102 N -1.24859 -3.82404 3.09483  0.2192
103 H 0.40763 -2.09377 5.02690  0.1249
104 H 0.44935 -3.70945 4.25685  0.0561
105 H -1.80685 -3.84984 2.25354  0.1164
106 H -0.44280 -4.42084 3.21584  0.0577
107 C 1.88404 -5.80667 3.30454  -0.7665
108 O 0.81263 -5.51342 3.84005  -0.0008
109 N 2.13371 -7.05368 3.05180  0.1957
110 N 2.77818 -4.94505 3.01856  0.2133
111 H 3.11172 -7.27330 2.92789  0.1221
112 H 1.41685 -7.76507 3.06375  0.1388
113 H 2.39139 -4.01260 3.05039  0.1063
114 H 3.67835 -5.19515 2.63485  0.1361
115 C -4.88714 -1.04477 2.11360  -0.8347
116 O -5.20785 -0.81733 3.20717  0.0838
117 N -5.43881 -0.48958 1.07281  0.1939
118 N -3.96761 -1.96146 1.85581  0.1832
119 H -6.04049 0.24682 1.41310  0.1223
120 H -5.07549 -0.61110 0.13829  0.0778
121 H -3.52321 -1.81356 0.96097  0.0740
122 H -3.36953 -2.29859 2.59658  0.0665
123 C -3.63712 3.07287 -3.04608  -0.8224
124 O -4.45429 3.78540 -3.55001  0.0715
125 N -2.90172 3.46021 -2.06814  0.1619
126 N -3.25007 1.86517 -3.33033  0.1761
127 H -3.12623 4.40279 -1.78311  0.1227
128 H -2.30229 2.88685 -1.49191  0.0917
129 H -3.59480 1.38910 -4.15169  0.1258
130 H -2.67465 1.42908 -2.62408  0.0595

Force components x, y, z for each atom (eV/Å):
Fe 0.613 -2.674 -1.080
C 1.201 -0.044 3.075
O -0.114 -0.617 -0.881
O 0.608 0.571 -0.749
C -0.103 -0.563 2.197
F 0.281 -0.127 0.023
F -0.997 -0.161 0.373
F 1.156 1.696 -1.036
C 0.413 -0.940 -0.160
C -0.177 2.599 0.989
H -0.060 -0.341 0.435
H -0.427 -0.023 -0.482
H 0.502 -0.343 -0.511
H -0.935 0.176 -0.366
H -0.791 0.123 -0.275
H -0.057 -0.422 -0.219
C -0.474 1.361 1.790
C 0.350 -0.005 1.398
C 1.085 -0.298 1.269
O 1.159 -1.153 -0.698
C -1.781 0.584 -0.291
N 0.031 0.279 -1.792
H -0.057 -0.784 -0.933
H -0.705 0.352 0.097
H 0.016 0.093 -0.524
H -0.629 0.113 -0.187
H -0.121 -0.413 -0.018
H 0.116 0.143 0.255
H -0.123 -0.377 -0.293
H 0.329 0.053 0.366
H 0.621 0.294 0.266
H -0.006 -0.386 0.098
H 0.200 0.210 -0.597
C 0.295 -1.619 0.352
C 1.025 0.462 1.649
C 0.167 -0.408 -1.543
O -0.827 0.698 -0.068
C 0.879 -0.480 0.337
N -0.527 -0.174 -0.334
H 0.444 0.356 0.035
H -0.324 0.574 -0.174
H -0.504 0.309 0.033
H -0.240 0.021 -0.492
H -0.127 0.312 0.214
H -0.089 -0.172 0.120
H -0.200 -0.208 0.140
H 0.029 0.142 0.030
H -0.417 0.115 -0.297
H 0.164 0.201 0.386
H 0.241 -0.084 -0.378
C 0.444 -0.578 -1.701
C 0.922 1.826 -0.997
C -0.287 -1.022 1.429
O 0.495 1.458 -0.461
C -0.749 -0.137 0.769
N -0.093 0.356 1.900
H -0.133 -0.007 0.433
H -0.099 -1.006 -0.089
H 0.258 -0.248 0.115
H -0.055 0.909 -0.132
H -0.159 -0.560 -0.173
H 0.188 -0.604 0.045
H 0.507 0.091 0.142
H -0.518 -0.190 -0.286
H -0.198 -0.330 -0.246
H 0.350 -0.365 -0.137
H -0.474 0.451 -0.175
O -0.665 0.038 0.062
H 0.229 -0.273 0.772
H -0.606 0.146 -0.693
O -0.478 0.721 -0.643
H -0.255 0.493 0.769
H 0.468 -0.221 -0.911
O 0.987 1.598 0.278
H 0.353 0.445 0.355
H -1.246 -2.076 -0.594
O -1.004 -0.341 0.566
H 0.520 0.677 0.256
H 0.530 -0.223 -1.529
O -0.262 0.150 0.493
H -0.058 -0.678 -0.603
H -0.143 0.280 -0.064
C -1.803 -0.812 0.228
O -0.206 -1.625 0.865
N 1.222 -1.013 -0.150
N 0.721 1.716 -0.409
H 0.046 0.438 -0.135
H 0.344 -1.098 0.067
H 0.448 0.891 -0.761
H -0.878 1.531 0.263
C 0.347 2.333 0.753
O -0.134 -0.220 0.506
N 4.760 -0.648 -2.118
N -5.299 -1.579 1.159
H 1.564 0.623 -0.582
H -0.090 -0.480 0.185
H 0.157 -0.434 -0.461
H -0.993 0.361 0.434
C 0.882 2.371 2.303
O -2.457 3.090 -0.153
N 2.715 0.265 1.395
N -1.310 -4.320 -3.702
H -0.414 -0.414 -0.105
H 1.259 0.269 1.226
H -0.040 -0.254 0.191
H -0.598 -1.167 -0.958
C -3.533 -1.594 1.791
O -1.075 0.948 -0.050
N 1.691 -3.131 -0.955
N 2.681 3.424 -0.842
H -0.420 -0.743 -0.288
H 0.315 0.239 0.389
H 0.985 0.251 -0.025
H -0.307 0.508 -0.107
C 1.615 -1.905 -1.299
O -2.046 1.824 5.953
N -1.380 1.921 -2.126
N 2.263 -1.995 -1.945
H -0.179 0.129 -1.110
H -0.521 0.366 0.139
H 0.173 -0.673 0.052
H -0.236 0.555 0.182
C -0.887 0.229 -0.993
O -1.653 0.830 -1.605
N 2.480 3.917 5.064
N -0.009 -4.439 -2.199
H 0.292 -0.190 0.446
H -0.157 0.309 -0.263
H 0.096 -0.056 0.360
H -0.312 -0.342 -1.114

The spin multiplicity is 7. Its energy is -4470.20419 hartree. The calculation puts the LUMO energy (alpha / beta) at -0.072 / -0.179 Ha. As for the charge: +1. For the gap between HOMO and LUMO (alpha / beta), the calculation gives 4.80 / 6.27 eV. The expectation value of S² is 12.008.